{
  "formula": "C18H25IN5O3Tl",
  "method": "ωB97M-V/def2-TZVPD",
  "e_tot_ev": -45443.4526,
  "total_charge": 2,
  "elements": ["Tl", "C", "C", "N", "C", "C", "C", "O", "C", "C", "N", "C", "C", "C", "C", "C", "C", "I", "C", "O", "H", "H", "H", "H", "H", "H", "H", "H", "H", "H", "H", "H", "N", "C", "C", "N", "H", "H", "H", "H", "H", "H", "H", "H", "C", "C", "N", "O", "H", "H", "H", "H", "H"],
  "coordinates": [[-1.356162, 1.505626, 0.431213], [-1.575962, -1.607674, 4.086313], [-0.291762, -1.744374, 3.375813], [0.425538, -2.801574, 3.474013], [1.636538, -2.948274, 2.981913], [2.292838, -1.892174, 2.361013], [3.665638, -2.148574, 1.773113], [3.623338, -2.073974, 0.364113], [1.559138, -0.723174, 2.098113], [2.104938, 0.250626, 1.192913], [1.435038, 1.173426, 0.601913], [2.003038, 1.946226, -0.379487], [2.840238, 1.393226, -1.365287], [3.323338, 2.173026, -2.394787], [2.992038, 3.522726, -2.468187], [2.173538, 4.094226, -1.508087], [1.679938, 3.311726, -0.482387], [0.519638, 4.204126, 1.055513], [0.204938, -0.587474, 2.593013], [-0.502262, 0.423726, 2.539513], [-1.750462, -2.473074, 4.715513], [-2.387362, -1.495074, 3.366513], [-1.579962, -0.703874, 4.691513], [2.060138, -3.938374, 3.027213], [4.026638, -3.118274, 2.118813], [4.362838, -1.382674, 2.136513], [3.695638, -2.953074, -0.022787], [3.183838, 0.186326, 1.030313], [3.083938, 0.340326, -1.304087], [3.980338, 1.746126, -3.135387], [3.382538, 4.138626, -3.261987], [1.936438, 5.144526, -1.549687], [-2.031962, 1.753526, -2.219187], [-3.460962, 2.001526, -2.352987], [-4.260462, 1.140526, -1.370287], [-4.112762, 1.625726, -0.009087], [-1.482962, 2.444926, -2.713387], [-1.777362, 0.827526, -2.546687], [-3.811562, 1.784626, -3.367787], [-3.653662, 3.055526, -2.144287], [-3.884362, 0.116326, -1.404387], [-5.308162, 1.136426, -1.687887], [-4.578062, 1.020926, 0.655713], [-4.476262, 2.566826, 0.096213], [-1.139762, -2.329774, -2.534387], [-1.045062, -2.009274, -1.068987], [-1.087762, -3.070974, -0.257087], [-0.925262, -0.867374, -0.629387], [-1.608662, -3.295374, -2.695087], [-0.139162, -2.348774, -2.964287], [-1.710062, -1.564874, -3.053987], [-1.206962, -4.004574, -0.616087], [-1.046862, -2.946374, 0.740613]],
  "forces_ev_per_angstrom": [[0.2, 0.0, -0.3], [-0.2, -0.1, 0.2], [0.0, 1.0, -0.4], [-0.9, -1.7, 1.1], [0.1, 0.6, -0.2], [0.1, 0.6, -0.7], [0.1, 0.3, 0.4], [0.0, 0.0, -0.4], [0.0, -0.6, -0.1], [0.6, 0.9, -0.4], [-0.8, -0.9, 0.8], [0.6, 0.7, -0.9], [-0.2, 0.0, 0.3], [0.0, 0.2, 0.0], [0.0, -0.1, 0.1], [0.0, 0.1, 0.0], [-0.2, -0.2, 0.6], [0.1, -0.5, -0.6], [0.2, -0.9, 0.6], [-0.3, 0.6, -0.4], [0.0, -0.1, 0.0], [-0.1, 0.0, 0.0], [0.0, 0.1, 0.1], [0.2, -0.2, 0.0], [0.0, 0.1, 0.0], [0.0, -0.2, -0.1], [0.0, 0.1, 0.1], [-0.1, 0.1, -0.1], [0.0, 0.0, 0.0], [0.0, -0.1, -0.1], [0.0, 0.0, -0.1], [0.0, 0.1, 0.0], [0.4, -0.1, 0.6], [-0.4, -0.2, 0.1], [0.0, 0.1, -0.5], [0.6, 0.0, 0.4], [0.1, 0.0, 0.0], [0.1, 0.1, 0.0], [0.0, 0.1, 0.1], [0.0, 0.0, -0.1], [-0.1, -0.1, -0.1], [0.1, 0.0, 0.0], [-0.1, 0.0, 0.1], [-0.1, 0.0, 0.1], [0.0, 0.1, 0.0], [-0.1, -0.7, -0.1], [0.0, -0.2, 0.1], [0.0, 0.8, 0.1], [0.0, -0.1, -0.1], [0.1, 0.0, 0.0], [0.0, 0.0, 0.0], [0.0, 0.1, 0.0], [0.0, 0.0, 0.1]]
}

{
  "formula": "C12H24F4N2O17PtS4",
  "method": "ωB97M-V/def2-TZVPD",
  "spin_multiplicity": 3,
  "e_tot_ev": -108073.9834,
  "s2": 2.003,
  "elements": ["Pt", "N", "S", "O", "O", "F", "S", "O", "O", "F", "N", "S", "O", "O", "F", "S", "O", "O", "F", "C", "C", "O", "C", "O", "O", "C", "H", "H", "H", "H", "H", "H", "H", "H", "C", "C", "O", "C", "O", "O", "C", "H", "H", "H", "H", "H", "H", "H", "H", "C", "C", "O", "C", "O", "O", "C", "H", "H", "H", "H", "H", "H", "H", "H"],
  "coordinates": [[-0.302090, -0.452122, 0.581366], [-2.265965, -1.098896, 0.135024], [-3.216176, -2.171578, 0.862569], [-3.409454, -3.421449, 0.236965], [-4.208315, -1.530291, 1.643187], [-2.107196, -2.587864, 1.974723], [-3.403894, -0.481037, -0.968220], [-4.162853, 0.612752, -0.502395], [-3.816697, -1.369855, -1.987031], [-2.218866, 0.327449, -1.736910], [1.081295, -0.396366, 2.141542], [0.889018, -0.332779, 3.745459], [0.577774, 0.986481, 4.170235], [1.771238, -1.129873, 4.500541], [-0.488735, -1.104490, 3.813631], [2.752456, -0.123592, 2.071820], [3.484521, -1.324260, 1.991797], [3.241757, 1.007036, 2.755473], [2.700745, 0.339448, 0.545648], [0.452270, -5.095503, 2.307209], [1.239753, -3.828106, 2.074639], [1.863079, -3.907582, 0.771303], [1.317301, -3.253336, -0.235602], [0.408352, -2.452999, -0.165848], [1.798317, -3.623368, -1.396450], [2.959549, -4.446745, -1.496701], [0.011039, -5.076464, 3.307273], [1.076029, -5.992384, 2.324250], [-0.357104, -5.235193, 1.591615], [2.041557, -3.718042, 2.796153], [0.527449, -3.012308, 2.151128], [3.793760, -4.057323, -0.915263], [3.201446, -4.439207, -2.555233], [2.783425, -5.477295, -1.188653], [-3.937740, 3.912864, -1.194396], [-2.925842, 4.070426, -0.085170], [-2.163831, 2.881118, -0.025878], [-1.121188, 2.759089, 0.732138], [-0.476489, 1.731189, 0.772552], [-0.886605, 3.821735, 1.473692], [0.174196, 3.749064, 2.431749], [-3.400010, 3.738056, -2.134060], [-4.584323, 4.763832, -1.383224], [-4.489098, 2.980721, -1.063583], [-3.369923, 4.378440, 0.863805], [-2.338537, 4.965016, -0.334273], [0.300465, 4.771028, 2.791996], [1.146222, 3.494192, 2.014564], [-0.098766, 3.142793, 3.289131], [0.322353, 3.340821, -2.241334], [1.575469, 2.606591, -1.857698], [1.794917, 1.483086, -2.713594], [1.230726, 0.336850, -2.422499], [0.628070, 0.087211, -1.402369], [1.202719, -0.543280, -3.405990], [1.783847, -0.275892, -4.688798], [0.129980, 4.157858, -1.535383], [-0.566094, 2.708137, -2.221326], [0.356240, 3.864371, -3.198860], [1.518294, 2.277682, -0.818287], [2.455426, 3.244503, -1.898867], [2.056596, 0.767224, -4.838306], [0.991230, -0.474081, -5.406446], [2.676912, -0.873504, -4.844528]],
  "forces_ev_per_angstrom": [[-0.5, -0.6, 0.0], [-3.4, 0.0, -2.0], [2.5, -2.0, 3.8], [-0.6, 0.0, -1.0], [-0.9, 0.1, -0.5], [-0.1, 0.4, -0.3], [4.2, 2.9, -2.3], [-1.1, -0.4, 0.8], [-0.8, -0.8, 0.7], [-0.3, -0.2, 0.1], [3.6, 0.3, 1.6], [-3.3, 0.7, 0.8], [0.0, 0.1, 0.2], [1.0, -0.5, 0.0], [0.1, 0.1, -0.3], [-0.6, -0.2, -3.4], [0.3, -0.8, 0.5], [-0.2, 0.4, 0.8], [0.0, 0.2, 0.1], [0.1, -0.6, 0.5], [-0.6, -0.6, 0.3], [0.0, 0.3, 0.0], [0.1, -0.8, 0.7], [-0.2, -0.2, -0.1], [0.0, 0.5, -0.5], [0.4, -0.4, -0.1], [-0.1, 0.3, -0.1], [0.1, 0.1, -0.3], [0.0, 0.1, -0.1], [0.1, 0.2, -0.1], [0.4, 0.4, -0.3], [-0.1, 0.2, 0.0], [0.1, 0.0, 0.0], [-0.3, 0.1, 0.1], [0.3, -1.2, -0.7], [-0.7, 2.3, -0.4], [-0.3, -0.4, -0.6], [-0.5, 0.2, 0.7], [0.6, 0.4, 0.3], [0.3, 0.0, -0.3], [0.5, 1.0, 0.8], [0.1, 0.2, 0.1], [-0.1, 0.1, 0.5], [-0.4, 0.3, 0.2], [-0.1, -0.8, 0.2], [0.6, -0.5, 0.0], [-0.3, 0.0, -0.1], [-0.3, -0.6, -0.3], [0.1, -0.4, -0.3], [-0.6, 0.8, 0.0], [-0.1, 0.3, 1.0], [0.8, 0.2, -0.5], [-1.3, -0.2, -0.2], [0.4, 0.2, 0.3], [0.6, 0.0, 0.1], [-0.2, 0.7, -0.4], [0.2, -0.2, 0.2], [0.1, -0.2, 0.0], [0.3, -0.4, -0.2], [-0.1, -0.2, -0.1], [0.1, -0.1, -0.4], [0.0, 0.0, 0.4], [0.2, -0.4, -0.1], [-0.2, -0.3, 0.1]]
}

{
  "formula": "C13H39N14O8",
  "method": "ωB97M-V/def2-TZVPD",
  "e_tot_ev": -51355.3193,
  "total_charge": 1,
  "elements": ["O", "C", "O", "C", "C", "C", "C", "N", "C", "C", "N", "H", "H", "H", "H", "H", "H", "H", "H", "H", "H", "H", "H", "H", "H", "H", "C", "O", "N", "N", "H", "H", "H", "H", "C", "O", "N", "N", "H", "H", "H", "H", "C", "O", "N", "N", "H", "H", "H", "H", "C", "O", "N", "N", "H", "H", "H", "H", "C", "O", "N", "N", "H", "H", "H", "H", "C", "O", "N", "N", "H", "H", "H", "H"],
  "coordinates": [[5.347999, -1.782835, -0.308172], [4.291256, -2.250639, -0.130346], [4.175778, -3.548131, 0.247074], [3.023305, -1.465163, -0.329133], [2.050560, -2.104865, -1.349527], [0.704544, -2.277828, -0.674486], [-0.260655, -3.206602, -1.444125], [-1.318521, -3.551288, -0.438474], [-2.022035, -2.334537, 0.083672], [-1.317239, -0.975602, -0.112387], [0.067886, -0.979409, -0.597514], [3.571082, -3.584617, 1.002926], [2.521355, -1.426455, 0.635024], [3.287263, -0.462384, -0.605773], [2.453238, -3.013270, -1.785097], [1.969444, -1.383030, -2.150180], [0.873310, -2.737833, 0.318049], [0.218620, -4.085587, -1.852294], [-0.772541, -2.658417, -2.216247], [-1.960087, -4.224239, -0.854367], [-0.817560, -3.996934, 0.329473], [-2.986852, -2.270998, -0.418017], [-2.245750, -2.474447, 1.129065], [-1.905869, -0.382351, -0.801749], [-1.395785, -0.445755, 0.830899], [0.649325, -0.267378, -0.164884], [0.886040, 1.725776, 1.913999], [1.636664, 1.049646, 1.217896], [0.385014, 2.912956, 1.504304], [0.495545, 1.334240, 3.165790], [-0.222752, 3.482880, 2.062942], [0.651874, 3.234896, 0.591002], [0.850463, 0.458947, 3.505200], [-0.118044, 1.871834, 3.751141], [-5.097409, -0.202491, -1.739340], [-4.527422, -0.849644, -0.859657], [-5.988197, 0.767999, -1.456223], [-4.862716, -0.424919, -3.067876], [-6.461481, 1.307769, -2.154330], [-6.183189, 0.961495, -0.491079], [-4.202273, -1.138768, -3.308758], [-5.312103, 0.088901, -3.801557], [-8.010843, 3.636854, -0.058336], [-7.277732, 2.657409, -0.093322], [-7.558732, 4.891763, -0.332081], [-9.331840, 3.545931, 0.256375], [-8.139279, 5.708648, -0.309565], [-6.587821, 4.989710, -0.565636], [-9.693093, 2.633097, 0.464265], [-9.950376, 4.334001, 0.291470], [3.334913, 3.941015, 4.054095], [2.382965, 4.699858, 4.112516], [4.620869, 4.381178, 3.934305], [3.178927, 2.584022, 4.102291], [5.415170, 3.772395, 3.884629], [4.763548, 5.373650, 3.896230], [2.240774, 2.241337, 4.188851], [3.936308, 1.929483, 4.054074], [8.446218, -3.338123, 1.882033], [9.261212, -4.113382, 2.344158], [8.019558, -2.228583, 2.565851], [7.883618, -3.497785, 0.650454], [7.352290, -1.576367, 2.200272], [8.411213, -2.073349, 3.475966], [8.170663, -4.296600, 0.116360], [7.207628, -2.863808, 0.261985], [-1.026530, 0.826573, -3.899677], [-1.109809, 1.539587, -2.919185], [-0.809647, -0.525595, -3.799145], [-1.141015, 1.303194, -5.172788], [-0.739542, -1.141214, -4.587963], [-0.718317, -0.902821, -2.872927], [-1.298266, 2.288664, -5.279676], [-1.072902, 0.729217, -5.991753]],
  "forces_ev_per_angstrom": [[2.6, 0.9, -0.6], [-1.7, 0.0, 0.1], [-0.3, -0.3, 0.6], [-0.2, -0.9, 0.1], [0.5, 0.5, 0.4], [-0.4, 0.1, -1.0], [0.4, 0.9, 0.8], [0.7, -0.3, -0.2], [-0.8, 0.6, -0.2], [0.3, 0.4, -0.1], [-0.3, -0.8, -0.1], [-0.1, -0.3, -0.3], [0.0, 0.3, 0.3], [0.1, 0.4, 0.0], [0.0, -0.3, 0.2], [-0.4, 0.0, -0.4], [0.0, -0.2, 0.1], [0.0, -0.4, 0.2], [0.0, 0.0, -0.4], [-0.2, 0.0, 0.3], [-0.2, -0.3, 0.0], [0.0, 0.0, -0.1], [0.1, -0.4, 0.3], [-0.3, 0.0, -0.2], [0.1, 0.0, 0.3], [-0.1, 0.0, 0.1], [-0.2, 0.5, 0.0], [-0.1, -0.4, 0.0], [0.0, -0.1, -0.2], [0.0, -0.3, 0.1], [0.1, 0.0, 0.1], [0.0, 0.0, 0.0], [-0.1, 0.0, 0.0], [0.0, 0.0, -0.1], [-0.2, 0.3, -0.1], [0.3, -0.3, -0.1], [0.3, -0.5, 0.0], [0.1, -0.2, 0.0], [0.0, 0.1, 0.1], [-0.1, 0.2, 0.0], [0.0, 0.1, 0.0], [0.0, 0.0, 0.0], [-0.1, 0.1, 0.1], [-0.1, 0.2, 0.1], [0.1, 0.0, -0.1], [-0.1, -0.1, 0.0], [0.0, 0.0, 0.0], [0.0, 0.0, 0.0], [0.0, 0.0, 0.0], [0.0, 0.0, 0.0], [0.1, 0.0, 0.0], [-0.1, 0.0, 0.0], [0.0, 0.1, 0.0], [0.1, -0.1, 0.1], [0.0, 0.0, 0.0], [0.0, 0.0, 0.0], [0.1, 0.0, 0.0], [0.0, 0.1, 0.0], [0.0, 0.0, -0.1], [0.0, 0.0, 0.1], [-0.1, 0.1, 0.2], [0.0, 0.0, -0.1], [0.0, 0.0, -0.1], [0.0, 0.0, 0.0], [0.0, 0.0, 0.0], [-0.1, 0.0, 0.0], [0.0, 0.1, -0.1], [0.0, 0.0, 0.1], [-0.1, -0.3, 0.0], [-0.1, 0.0, 0.0], [0.0, 0.1, -0.1], [0.2, 0.4, 0.1], [0.0, 0.0, 0.0], [0.0, 0.0, 0.0]]
}

Largest force on an atom (eV Å⁻¹)
2.195; 5.588; 2.855